The following is a quantum chemistry calculation of a cluster of 2 separate species, H6N4O2P in total at a distorted geometry, from the OMol25 dataset.

The geometry in ORCA input format:
```
! wB97M-V def2-TZVPD RIJCOSX def2/J DEFGRID3
* xyz -1 1
N 2.73 0.48 0.32
N 0.18 -2.12 -0.36
N 1.62 1.12 -0.01
N -0.11 -0.86 -0.66
O -3.00 0.20 0.68
O -0.85 1.59 -0.55
P -0.07 0.61 0.27
H -2.41 0.85 0.26
H 2.67 -0.46 -0.09
H 1.02 -2.11 0.23
H -2.46 -0.59 0.78
H 1.64 2.07 0.38
H -0.95 -0.81 -1.25
*
```

Summary:
Strongest force on any atom: 2.29 eV/A
Frontier orbital gap (alpha / beta): 7.3 / 7.6 eV
ΔE to the lowest compared entry with this formula, charge and spin: 3.148 eV

***

The following is a quantum chemistry calculation of an isolated molecule of H6NPSi at a distorted geometry, from the OMol25 dataset.

The geometry in ORCA input format:
```
! wB97M-V def2-TZVPD RIJCOSX def2/J DEFGRID3
* xyz 0 1
N -1.55 -0.41 -0.52
Si 1.44 0.08 0.41
P -0.80 0.23 0.85
H -2.51 -0.64 -0.35
H -0.98 -0.97 -1.20
H 1.51 -1.29 -0.04
H 1.42 0.87 -0.92
H 2.38 0.68 1.47
H -0.91 1.45 0.30
*
```

Summary:
Strongest force on any atom: 2.59 eV/A
Structure (SMILES): NP[SiH3]
Frontier orbital gap: 9.3 eV
ΔE to the lowest compared entry with this formula, charge and spin: 1.218 eV

***

The following is a quantum chemistry calculation of a cluster of 2 separate species, H6NS2 in total at a distorted geometry, from the OMol25 dataset.

The geometry in ORCA input format:
```
! wB97M-V def2-TZVPD RIJCOSX def2/J DEFGRID3
* xyz 1 1
N -2.84 0.20 1.64
H -1.87 -0.08 1.94
H -2.80 1.28 1.88
H -2.95 0.13 0.55
H -3.44 -0.26 2.32
S 1.47 -0.80 -0.15
S 0.32 0.65 -0.82
H 1.35 -1.77 -1.10
H 1.04 1.46 -1.53
*
```

Summary:
Strongest force on any atom: 3.81 eV/A
Frontier orbital gap: 8.3 eV
ΔE to the lowest compared entry with this formula, charge and spin: 0.848 eV

***

The following is a quantum chemistry calculation of a structure of composition H6O11S2Zn at a distorted geometry, from the OMol25 dataset.

The geometry in ORCA input format:
```
! wB97M-V def2-TZVPD RIJCOSX def2/J DEFGRID3
* xyz -2 1
Zn -0.15 -0.22 0.41
S -0.37 1.60 -2.43
O 1.04 1.89 -2.66
O -1.21 2.80 -2.56
O -0.79 0.56 -3.39
O -0.62 1.02 -1.09
S 2.21 0.77 0.82
O 1.75 -0.40 -0.01
O 2.84 1.75 0.00
O 0.86 1.21 1.32
O 3.01 0.36 2.01
O -0.64 -1.73 -0.90
H -0.59 -2.65 -0.60
H -1.38 -1.72 -1.53
O -2.01 0.04 1.22
H -2.48 0.72 0.71
H -2.59 -0.21 1.94
O 0.20 -1.64 2.07
H 1.12 -1.67 2.37
H -0.19 -2.49 2.33
*
```

Summary:
Strongest force on any atom: 2.56 eV/A
Frontier orbital gap: 3.6 eV
ΔE to the lowest compared entry with this formula, charge and spin: 2.446 eV

***

The following is a quantum chemistry calculation of a structure of composition H6O2S at a distorted geometry, from the OMol25 dataset.

The geometry in ORCA input format:
```
! wB97M-V def2-TZVPD RIJCOSX def2/J DEFGRID3
* xyz 0 1
S -0.11 1.19 -0.59
H -1.15 0.55 0.77
H 0.93 1.65 -1.31
H 0.68 -1.23 1.68
H 0.78 0.16 1.07
O 1.13 -0.38 1.80
H -1.42 -1.88 -1.45
H -0.78 -0.81 -0.52
O -0.86 -1.78 -0.66
*
```

Summary:
Strongest force on any atom: 4.98 eV/A
Frontier orbital gap: 6.9 eV
ΔE to the lowest compared entry with this formula, charge and spin: 4.604 eV

***

The following is a quantum chemistry calculation of a cluster of 3 separate species, H6O3 in total at a distorted geometry, from the OMol25 dataset.

The geometry in ORCA input format:
```
! wB97M-V def2-TZVPD RIJCOSX def2/J DEFGRID3
* xyz -1 2
O -2.48 -1.18 -1.59
H -2.14 -1.24 -2.51
H -1.98 -1.95 -1.25
O 2.53 1.21 3.39
H 1.65 1.26 2.98
H 2.49 0.51 4.05
O 0.04 0.06 -1.82
H 0.37 0.91 -1.51
H -0.90 -0.19 -1.66
*
```

Summary:
Strongest force on any atom: 1.32 eV/A
Frontier orbital gap (alpha / beta): 2.5 / 10.7 eV
ΔE to the lowest compared entry with this formula, charge and spin: 0.750 eV

***

The following is a quantum chemistry calculation of a cluster of 3 separate species, H6O3 in total at a distorted geometry, from the OMol25 dataset.

The geometry in ORCA input format:
```
! wB97M-V def2-TZVPD RIJCOSX def2/J DEFGRID3
* xyz 0 1
O -1.01 -0.48 1.45
H -1.36 0.10 2.13
H -0.75 0.04 0.68
O -0.32 1.21 -0.40
H 0.30 0.65 -0.82
H -1.02 1.43 -0.96
O 1.51 -0.71 -0.92
H 1.85 -0.94 -0.07
H 0.80 -1.31 -1.10
*
```

Summary:
Strongest force on any atom: 2.33 eV/A
Structure (SMILES): O.O.O
Frontier orbital gap: 11.5 eV
ΔE to the lowest compared entry with this formula, charge and spin: 0.445 eV

***

The following is a quantum chemistry calculation of a structure of composition H6O3 at a distorted geometry, from the OMol25 dataset.

The geometry in ORCA input format:
```
! wB97M-V def2-TZVPD RIJCOSX def2/J DEFGRID3
* xyz 0 1
O -0.57 1.32 1.76
H -1.26 0.72 2.05
H -0.28 0.97 0.92
O 0.83 -0.92 -1.52
H 0.28 -1.66 -1.78
H 0.35 -0.15 -1.82
O -0.05 0.17 0.24
H 0.75 -0.08 0.71
H -0.04 -0.37 -0.55
*
```

Summary:
Strongest force on any atom: 8.21 eV/A
Frontier orbital gap: 9.4 eV
ΔE to the lowest compared entry with this formula, charge and spin: 4.007 eV

***

The following is a quantum chemistry calculation of an isolated molecule of H7ISi3 at a distorted geometry, from the OMol25 dataset.

The geometry in ORCA input format:
```
! wB97M-V def2-TZVPD RIJCOSX def2/J DEFGRID3
* xyz 0 1
Si -1.47 0.76 -1.13
Si 0.95 -1.02 1.57
Si 0.64 0.05 -0.61
I 1.95 2.25 -0.66
H -2.11 0.69 -2.60
H -2.32 -0.10 -0.40
H -1.58 2.27 -0.88
H 0.15 -2.25 1.35
H 0.01 -0.36 2.67
H 2.31 -1.24 1.99
H 1.47 -1.05 -1.30
*
```

Summary:
Strongest force on any atom: 3.31 eV/A
Structure (SMILES): [SiH3][SiH]([SiH3])I
Frontier orbital gap: 9.3 eV
ΔE to the lowest compared entry with this formula, charge and spin: 0.000 eV

***

The following is a quantum chemistry calculation of a cluster of 4 separate species, H7O4 in total, from the OMol25 dataset.

The geometry in ORCA input format:
```
! wB97M-V def2-TZVPD RIJCOSX def2/J DEFGRID3
* xyz -1 1
O -0.32 -0.72 0.20
H -1.01 -1.41 0.21
O 1.63 -0.93 -1.61
H 1.75 0.01 -1.78
H 0.95 -0.93 -0.88
O 0.51 0.67 2.24
H 0.98 0.01 2.76
H 0.18 0.09 1.46
O -1.45 1.23 -1.21
H -1.05 0.44 -0.71
H -2.18 1.52 -0.67
*
```

Summary:
Strongest force on any atom: 0.61 eV/A
Frontier orbital gap: 9.5 eV
ΔE to the lowest compared entry with this formula, charge and spin: 0.001 eV

***

The following is a quantum chemistry calculation of a cluster of 4 separate species, H7O4 in total at a distorted geometry, from the OMol25 dataset.

The geometry in ORCA input format:
```
! wB97M-V def2-TZVPD RIJCOSX def2/J DEFGRID3
* xyz -1 1
O -0.94 -1.01 0.84
H -1.67 -1.60 0.67
O -1.03 2.12 0.38
H -1.39 1.44 0.95
H -0.80 1.51 -0.41
O 2.13 -1.23 0.10
H 1.53 -0.69 -0.43
H 1.51 -1.77 0.61
O -0.08 0.21 -1.28
H -0.57 -0.57 0.03
H 0.55 0.81 -1.70
*
```

Summary:
Strongest force on any atom: 1.38 eV/A
Frontier orbital gap: 8.8 eV
ΔE to the lowest compared entry with this formula, charge and spin: 0.260 eV

***

The following is a quantum chemistry calculation of a cluster of 40 separate species, H80O40 in total at a distorted geometry, from the OMol25 dataset.

The geometry in ORCA input format:
```
! wB97M-V def2-TZVPD RIJCOSX def2/J DEFGRID3
* xyz -1 2
H 0.75 2.62 3.54
H -0.49 3.01 4.49
O 0.52 2.98 4.43
H 1.18 -2.37 -5.07
H 1.29 -0.88 -4.92
O 1.83 -1.70 -5.01
H -4.27 4.18 -1.64
H -5.27 3.18 -2.28
O -5.18 3.78 -1.58
H -3.17 2.16 3.65
H -2.96 3.65 4.15
O -2.60 2.99 3.52
H -3.72 -0.12 4.76
H -2.18 0.62 4.67
O -3.11 0.48 4.44
H -1.05 -0.10 -5.02
O -0.24 -0.42 -4.53
H 2.67 -3.27 3.84
O 3.34 -3.56 3.15
H -3.08 -0.30 1.00
H -2.08 0.64 0.21
O -3.05 0.34 0.24
H 1.79 1.89 -0.79
H 3.32 2.08 -1.03
O 2.47 2.38 -1.42
H 1.78 -1.66 5.03
H 1.01 -2.83 5.28
O 1.95 -2.55 5.37
H -3.95 -1.91 -4.17
H -2.81 -1.49 -5.17
O -3.22 -2.26 -4.70
H 2.19 -0.71 2.56
O 2.10 -0.79 3.55
H -0.89 2.34 -0.53
H 0.12 3.08 -1.47
O -0.32 2.24 -1.31
H 2.13 -5.41 1.02
H 3.09 -4.91 -0.13
O 2.28 -4.65 0.35
H -0.49 -1.02 3.16
H -1.75 -1.62 2.40
O -1.05 -0.98 2.34
H 3.01 6.19 -1.41
H 2.51 4.79 -1.95
O 2.86 5.65 -2.25
H -3.28 -4.47 -0.96
H -3.43 -3.21 -0.11
O -3.34 -4.15 -0.06
H 2.00 -1.02 -3.63
H 1.45 0.18 -2.76
O 2.02 -0.64 -2.67
H -5.27 -1.72 -0.97
O -5.86 -2.43 -0.77
H 0.98 0.95 2.37
H 2.39 1.52 2.71
O 1.59 1.71 2.26
H -1.67 -5.87 -2.28
O -1.27 -5.12 -2.73
H -0.63 5.40 -2.28
H 0.55 5.32 -3.20
O -0.36 4.90 -3.02
H 2.96 -2.45 1.31
H 4.35 -2.62 0.62
O 3.56 -2.07 0.67
H 0.02 -0.08 5.34
H -1.42 -0.73 5.27
O -0.70 -0.41 4.76
H -0.18 -2.98 2.05
H 0.67 -4.09 2.89
O 0.24 -3.28 2.81
H -3.21 2.82 0.69
H -2.31 3.22 1.83
O -2.35 3.19 0.87
H -5.57 0.61 -3.83
H -4.29 1.65 -4.03
O -4.59 0.71 -4.07
H 2.74 1.22 -4.61
H 1.41 1.67 -4.70
O 2.22 1.96 -4.32
H 3.32 4.58 1.02
H 1.97 4.97 1.06
O 2.76 5.18 0.49
H 0.53 -3.08 0.15
H 0.20 -3.03 -1.35
O -0.22 -2.98 -0.46
H 5.83 3.91 -0.88
H 4.86 2.69 -1.05
O 5.35 3.28 -0.42
H 4.59 -0.43 -2.73
O 5.42 -0.80 -2.54
H 0.04 2.21 -3.71
H -1.15 2.91 -3.39
O -0.83 2.33 -4.16
H -6.12 -2.23 0.14
H -0.10 0.31 -3.80
H -0.90 -4.50 -2.07
H 2.86 -4.31 2.67
H 2.95 -1.25 3.73
H 5.99 -0.24 -3.08
O 1.26 -6.33 2.18
H 0.44 -5.95 2.62
H 0.64 -6.75 1.54
O -1.63 -5.42 1.43
H -2.40 -5.11 1.91
H -1.85 -5.24 0.47
O 5.23 0.36 0.63
H 6.16 0.37 0.21
H 5.39 1.19 1.27
O 5.31 1.77 -3.46
H 5.39 2.35 -2.70
H 4.39 1.64 -3.75
O -4.89 3.30 1.58
H -4.72 3.50 0.65
H -4.85 4.33 1.73
O -5.29 -0.65 1.61
H -4.73 0.06 1.34
H -6.11 -0.21 1.45
O -0.68 0.81 0.83
H -0.45 -0.10 0.76
H -0.61 1.09 1.84
*
```

Summary:
Strongest force on any atom: 4.72 eV/A
Frontier orbital gap (alpha / beta): 1.9 / 9.5 eV
ΔE to the lowest compared entry with this formula, charge and spin: 5.488 eV

***

no.,electronic energy (hartree)
1,-714.42148
2,-689.13315
3,-854.43496
4,-3407.01849
5,-552.08497
6,-229.25742
7,-229.30871
8,-229.17784
9,-1170.31071
10,-305.21041
11,-305.20090
12,-3057.35089